Here is a molecular structure, C54H127Br6F3O34P8 from the OMol25 dataset. Energies are from ωB97M-V/def2-TZVPD.

## Properties
Net charge = 0
HOMO = -10.225 eV
Largest force on an atom = 4.17 eV Å⁻¹
Energy = -23167.14994 Eh
Spin multiplicity = 1

Structure (XYZ):
```
232
Properties=species:S:1:pos:R:3:forces:R:3:mulliken_charge:R:1
C -32.325 -5.583 -0.744 -0.877 0.299 -0.090 -0.994
C -32.532 -4.926 -2.086 0.879 0.582 -0.547 0.264
O -33.863 -5.069 -2.647 -0.889 -0.413 0.272 -0.021
C -34.758 -4.125 -2.373 1.133 3.462 2.027 0.383
O -34.494 -3.030 -1.820 -1.202 -3.516 -1.695 -0.605
C -36.199 -4.478 -2.906 0.671 -0.058 1.902 0.895
F -36.246 -4.047 -4.132 -0.443 0.007 -1.435 -0.251
F -36.357 -5.803 -2.819 -0.303 0.095 -0.450 -0.251
F -37.223 -3.905 -2.222 1.119 -0.291 -0.274 -0.277
H -31.259 -5.630 -0.521 -0.127 0.079 -0.063 0.027
H -32.733 -6.593 -0.739 -0.018 -0.001 0.073 0.318
H -32.840 -4.946 -0.026 0.108 -0.361 0.465 0.380
H -31.827 -5.367 -2.790 -0.385 0.108 -0.374 -0.399
H -32.362 -3.850 -2.033 0.302 -0.110 0.043 0.539
C -28.935 -2.566 -0.217 0.377 0.674 0.427 1.001
Br -27.021 -2.172 0.162 -0.940 -0.361 0.000 -0.012
Br -29.838 -0.794 -0.373 0.276 -1.353 0.093 -0.020
Br -29.766 -3.799 1.109 0.718 1.081 -0.869 -0.100
H -28.905 -3.054 -1.191 -0.414 0.049 0.157 -0.875
C -29.746 3.727 -2.850 -0.027 -0.225 -0.450 -0.295
Br -30.212 4.141 -4.747 0.027 -0.141 1.325 -0.031
Br -28.315 2.440 -2.840 0.028 -0.147 0.031 -0.001
Br -31.240 3.068 -1.757 0.606 0.523 -0.683 -0.028
H -29.287 4.604 -2.394 -0.646 -0.009 -0.180 0.363
C -23.435 -7.167 -10.378 -0.860 -0.714 -0.446 -0.823
C -24.817 -6.516 -10.710 2.237 0.135 -0.817 -0.493
O -25.849 -7.429 -10.463 -1.938 -1.140 0.135 0.208
P -27.195 -7.479 -11.420 2.969 -1.488 -0.202 0.463
O -27.865 -6.209 -11.450 -1.121 1.141 -0.136 -0.744
O -26.585 -7.945 -12.853 -0.109 -0.288 1.039 -0.383
C -26.061 -9.289 -12.935 -0.710 -1.423 -0.532 -0.050
C -26.855 -10.172 -13.906 0.183 0.283 -0.339 -1.317
O -27.956 -8.787 -10.942 0.015 0.512 -0.444 -0.206
C -28.969 -8.716 -9.905 -0.451 -0.334 -0.224 0.595
C -29.958 -9.890 -9.992 1.155 -0.759 -0.512 -1.454
H -22.602 -6.473 -10.268 -0.374 0.273 0.431 0.467
H -23.593 -7.814 -9.515 0.284 0.425 0.386 -0.092
H -23.075 -7.860 -11.138 -0.369 -0.033 -0.445 0.386
H -24.837 -5.601 -10.117 -0.800 -0.025 0.105 0.204
H -24.847 -6.267 -11.771 0.097 0.394 -0.022 0.473
H -25.031 -9.387 -13.278 0.172 1.143 -0.004 0.407
H -26.070 -9.820 -11.983 -0.110 0.466 0.288 0.259
H -27.877 -10.411 -13.614 0.142 0.028 0.322 0.268
H -26.912 -9.765 -14.916 0.071 0.373 0.056 0.328
H -26.261 -11.078 -14.024 -0.216 -0.300 0.168 0.384
H -28.367 -8.705 -8.997 -0.622 -0.077 0.379 -0.160
H -29.547 -7.799 -10.022 0.290 0.198 0.101 0.258
H -30.645 -9.865 -9.147 -0.008 -0.057 -0.180 0.257
H -30.438 -10.063 -10.956 -0.623 1.338 -0.110 0.389
H -29.448 -10.852 -10.047 0.579 -0.098 1.091 0.407
C -28.702 -8.753 2.163 -0.083 0.070 0.012 -0.886
C -28.010 -8.851 0.822 1.093 0.785 0.772 0.758
O -28.224 -10.125 0.205 -1.130 -0.348 -1.356 -0.358
P -28.906 -10.286 -1.258 -0.865 2.200 -0.098 0.548
O -29.323 -8.974 -1.911 0.943 -2.554 1.340 0.291
O -27.802 -11.124 -2.075 -2.085 -0.684 0.309 -0.369
C -26.507 -10.572 -2.172 1.626 0.210 0.026 0.765
C -25.451 -11.625 -2.612 -1.492 0.533 0.160 -1.607
O -30.148 -11.299 -1.005 2.535 -0.161 -1.076 -0.462
C -31.201 -10.943 -0.134 -0.896 -0.249 0.440 0.245
C -32.115 -12.131 0.127 -0.256 -0.080 -0.821 -1.391
H -28.375 -9.491 2.895 -0.394 -0.485 -0.346 0.313
H -28.494 -7.832 2.707 0.164 0.273 -0.576 -0.288
H -29.762 -8.742 1.909 -0.248 -0.395 0.644 0.415
H -28.345 -8.004 0.223 -0.039 -0.313 -0.478 -0.009
H -26.926 -8.789 0.920 0.016 0.225 0.115 -0.099
H -26.496 -9.766 -2.905 -0.200 0.245 0.116 -0.193
H -26.284 -10.199 -1.172 0.456 0.286 -0.112 0.098
H -25.489 -12.430 -1.878 0.325 -0.174 -0.289 0.441
H -25.742 -11.953 -3.609 0.019 -0.411 0.085 0.363
H -24.456 -11.193 -2.716 -0.073 0.091 0.341 0.336
H -30.801 -10.583 0.813 0.023 0.324 -0.097 0.186
H -31.813 -10.212 -0.662 0.127 0.445 0.332 0.063
H -31.689 -13.001 0.628 0.189 0.355 0.264 0.369
H -33.009 -11.759 0.628 0.148 -0.094 0.403 0.393
H -32.498 -12.495 -0.826 0.088 -0.059 -0.201 0.249
C -27.335 -1.231 -3.721 -0.177 0.722 0.069 0.056
C -27.491 -1.854 -5.074 -0.942 -0.735 0.097 -0.777
O -27.233 -3.261 -4.889 -0.844 -2.181 0.162 0.165
P -28.471 -4.325 -4.622 0.167 0.106 -1.004 -1.071
O -29.288 -4.074 -3.387 1.024 -0.199 -1.963 -0.358
O -29.280 -4.304 -6.049 0.509 0.447 2.244 0.425
C -28.590 -4.395 -7.292 0.346 -1.468 -1.401 -0.616
C -28.807 -5.800 -7.898 0.416 -0.363 0.859 -0.610
O -27.778 -5.811 -4.667 -1.695 2.566 -1.745 1.411
C -27.267 -6.261 -3.462 1.778 -0.205 1.416 -0.999
C -25.912 -5.567 -3.250 0.330 -0.130 0.648 1.783
H -27.493 -0.152 -3.737 0.283 0.079 -0.204 0.003
H -28.126 -1.592 -3.064 0.213 -0.304 0.089 -0.066
H -26.344 -1.469 -3.336 -0.084 0.087 0.218 0.006
H -28.517 -1.804 -5.439 -0.071 0.564 -0.128 0.358
H -26.823 -1.506 -5.862 0.130 0.025 0.224 0.356
H -28.967 -3.700 -8.043 -0.421 0.454 0.581 0.504
H -27.526 -4.184 -7.185 0.022 -0.052 0.204 0.106
H -29.841 -6.134 -7.815 -0.266 0.486 -0.430 0.217
H -28.417 -5.898 -8.911 -0.257 0.351 -0.117 0.405
H -28.302 -6.573 -7.318 0.390 0.161 0.265 -0.101
H -28.012 -6.103 -2.682 0.239 -0.081 0.252 0.489
H -27.059 -7.325 -3.571 -0.379 -0.088 0.051 -0.674
H -25.196 -5.919 -3.993 -0.090 0.003 -0.240 -0.527
H -25.933 -4.479 -3.313 -0.397 -0.034 -0.130 -0.646
H -25.449 -5.772 -2.285 -0.208 -0.294 0.248 -0.129
C -23.716 -8.206 -1.356 0.137 0.550 1.250 -0.700
C -22.678 -7.272 -1.987 -0.383 -1.095 -2.411 0.844
O -21.979 -6.424 -1.106 0.518 0.722 1.466 -0.451
P -21.494 -4.968 -1.516 -0.710 -0.195 -0.594 1.225
O -20.830 -4.847 -2.850 -1.039 0.202 1.656 -0.887
O -22.922 -4.156 -1.322 2.288 -1.335 0.242 0.220
C -23.207 -3.094 -2.177 -0.168 1.242 -1.553 0.960
C -23.371 -1.742 -1.449 -1.187 -0.898 0.129 -1.230
O -20.617 -4.545 -0.248 -0.596 -0.903 -0.619 -0.335
C -19.597 -3.565 -0.448 1.066 -0.046 -0.552 -0.237
C -18.275 -4.106 -1.046 -0.746 -0.144 0.471 -1.161
H -23.330 -8.746 -0.491 0.260 0.188 0.054 0.335
H -24.535 -7.585 -0.995 -0.188 -0.040 0.199 0.099
H -24.173 -9.006 -1.938 0.455 0.463 -0.850 -0.067
H -21.943 -7.810 -2.586 0.084 -0.295 0.267 0.389
H -23.179 -6.683 -2.756 -0.232 0.281 0.054 -0.655
H -22.510 -3.032 -3.013 0.670 0.061 0.303 0.615
H -24.093 -3.420 -2.722 -0.604 0.535 0.290 -1.018
H -24.390 -1.768 -1.062 -0.153 0.259 0.168 0.029
H -22.759 -1.619 -0.555 0.462 -0.096 -0.348 0.318
H -23.335 -0.871 -2.104 0.333 -0.171 -0.075 0.403
H -20.021 -2.767 -1.058 0.197 0.226 0.098 0.244
H -19.315 -3.215 0.545 -0.476 0.244 -0.033 0.370
H -17.625 -3.241 -1.174 0.171 -0.126 -0.021 0.392
H -17.857 -4.787 -0.305 0.262 0.072 -0.005 0.322
H -18.351 -4.666 -1.979 -0.337 0.316 -0.035 0.284
C -20.369 -8.432 -9.152 -0.808 -1.233 0.556 -1.037
C -20.898 -8.637 -7.685 2.086 -0.114 -0.558 -0.383
O -21.816 -7.615 -7.415 -1.358 1.022 0.970 -0.156
P -22.900 -7.866 -6.258 -0.223 2.111 -0.170 -0.100
O -22.454 -8.543 -5.035 -0.125 0.034 -0.315 -0.746
O -23.523 -6.352 -6.026 0.194 -2.221 -0.341 0.639
C -22.665 -5.235 -6.178 0.494 1.495 0.035 -0.280
C -23.440 -3.883 -5.993 0.696 -0.712 0.457 -0.836
O -24.020 -8.574 -7.099 0.097 -0.765 -0.030 0.162
C -25.032 -9.406 -6.548 -2.081 0.213 0.679 -0.702
C -26.315 -8.620 -6.530 -1.106 1.270 -0.489 -0.330
H -21.210 -8.702 -9.791 -0.009 0.607 -0.295 0.159
H -19.945 -7.452 -9.372 -0.548 0.194 0.360 0.269
H -19.593 -9.121 -9.483 0.127 -0.327 0.657 0.424
H -21.357 -9.591 -7.427 0.067 -0.338 -0.784 0.399
H -20.082 -8.536 -6.969 0.214 0.029 -0.010 0.283
H -21.832 -5.310 -5.478 -0.154 0.159 0.474 0.419
H -22.176 -5.324 -7.148 -0.292 0.444 -0.240 0.155
H -22.770 -3.068 -5.717 0.609 -0.066 -0.643 0.460
H -24.024 -3.585 -6.864 -0.075 -0.183 0.129 0.337
H -24.035 -3.861 -5.080 -0.571 -0.673 -0.212 -0.192
H -25.278 -10.275 -7.159 1.068 -0.105 -0.190 0.377
H -24.876 -9.684 -5.506 0.862 -0.318 -0.177 0.310
H -26.360 -7.849 -5.761 0.199 -0.016 0.153 -0.135
H -26.454 -8.079 -7.466 0.377 0.108 -0.256 -0.234
H -27.255 -9.169 -6.478 0.246 -0.651 0.420 0.765
C -36.560 -8.635 -6.177 0.576 0.010 -0.350 -1.224
C -35.704 -7.638 -6.967 -0.471 -1.181 -0.790 -0.237
O -36.188 -6.339 -6.717 0.209 2.542 -0.021 -0.182
P -35.752 -5.187 -7.770 -0.946 -0.144 -0.525 0.593
O -36.055 -5.522 -9.170 0.610 -0.015 0.452 -0.807
O -36.479 -3.860 -7.286 0.104 -0.555 1.331 -0.145
C -36.750 -2.774 -8.199 -0.960 -1.184 -0.327 -0.254
C -38.111 -3.062 -8.818 0.369 0.337 -0.607 -1.155
O -34.229 -4.882 -7.475 0.072 -0.374 -1.649 -0.256
C -33.811 -4.500 -6.203 -0.606 -0.994 2.292 0.144
C -32.368 -4.163 -6.159 0.513 0.903 -0.041 -0.810
H -37.587 -8.288 -6.062 0.135 0.222 -0.053 0.352
H -36.606 -9.543 -6.779 0.072 -0.229 0.282 0.365
H -36.136 -8.854 -5.197 -0.083 -0.023 -0.032 0.243
H -34.628 -7.732 -6.820 0.077 0.116 0.667 0.267
H -35.812 -7.830 -8.034 -0.262 -0.081 -0.144 0.365
H -36.880 -1.849 -7.637 0.715 -0.160 0.246 0.319
H -35.924 -2.773 -8.910 -0.203 0.545 -0.154 0.316
H -38.845 -3.220 -8.028 0.018 0.070 -0.047 0.285
H -38.382 -2.190 -9.413 -0.290 0.066 -0.010 0.396
H -38.097 -3.921 -9.490 0.117 -0.046 0.192 0.296
H -34.448 -3.703 -5.818 0.159 0.342 -0.175 0.410
H -34.014 -5.332 -5.530 -0.032 -0.309 0.177 0.135
H -31.937 -4.104 -5.159 -0.479 -0.058 0.318 0.060
H -31.717 -4.879 -6.659 -0.262 0.252 -0.455 -0.032
H -32.338 -3.140 -6.534 0.896 -0.097 -0.521 0.505
C -28.510 -5.255 4.601 -0.494 1.103 -1.162 -0.152
C -27.178 -5.099 5.229 -0.155 -3.144 2.149 -0.414
O -26.094 -5.309 4.360 2.011 0.079 -2.142 -0.400
P -25.653 -6.722 3.664 -1.578 -0.402 0.409 0.586
O -26.147 -7.953 4.382 0.733 2.100 -1.568 -0.784
O -26.209 -6.586 2.108 0.583 -0.078 1.991 0.299
C -26.114 -5.371 1.344 1.903 0.785 -0.573 -0.098
C -24.631 -4.884 1.084 -0.545 -0.162 -0.032 -0.359
O -24.071 -6.601 3.535 -0.536 0.475 0.869 -0.314
C -23.207 -7.749 3.494 0.543 -0.452 -0.914 -0.624
C -23.198 -8.268 2.073 0.085 -1.164 -0.072 -0.715
H -28.748 -4.246 4.266 -0.739 -0.128 -0.422 0.194
H -28.437 -5.903 3.728 -0.194 -0.076 0.077 -0.464
H -29.288 -5.614 5.275 0.195 0.044 0.061 0.382
H -27.158 -4.218 5.871 0.884 0.292 -0.617 0.354
H -27.057 -5.962 5.883 -0.267 0.150 0.798 0.329
H -26.552 -5.604 0.374 -0.129 -0.124 0.064 0.038
H -26.681 -4.546 1.776 -0.103 -0.310 0.329 0.240
H -24.012 -5.634 0.591 -0.188 -0.337 0.237 -0.235
H -24.560 -4.055 0.380 -0.704 0.049 -0.014 -0.132
H -24.086 -4.522 1.956 -0.296 -0.294 0.305 0.512
H -22.181 -7.493 3.757 -0.227 0.866 0.131 0.361
H -23.462 -8.530 4.210 -0.643 0.164 -0.040 0.345
H -24.130 -8.790 1.855 -0.287 0.315 -0.166 0.258
H -22.961 -7.555 1.284 -0.173 0.313 0.433 0.063
H -22.455 -9.059 1.974 0.281 -0.061 0.164 0.562
C -31.265 -7.727 -4.909 0.412 0.469 0.665 0.440
C -31.713 -8.954 -4.128 1.084 0.165 -0.876 -0.332
O -32.547 -9.757 -4.989 -0.067 -1.657 -0.981 -0.150
P -31.892 -11.006 -5.819 -0.858 0.851 0.579 0.550
O -30.567 -10.767 -6.410 -0.193 0.168 -0.036 -0.512
O -31.892 -12.269 -4.846 -0.283 0.808 -0.448 -0.288
C -30.698 -12.693 -4.193 0.227 -0.554 0.691 0.800
C -30.599 -14.176 -4.395 0.284 -0.017 -0.495 -1.598
O -33.093 -11.349 -6.818 0.614 1.403 1.162 -0.087
C -32.989 -12.431 -7.723 -1.109 -1.132 -0.079 -0.358
C -34.026 -13.500 -7.248 0.901 -0.145 -0.384 -1.146
H -30.629 -7.093 -4.290 0.136 -0.071 0.410 -0.320
H -30.599 -8.035 -5.715 -0.414 -0.021 -0.330 0.199
H -32.061 -7.050 -5.220 -0.235 -0.388 -0.332 -0.336
H -30.800 -9.506 -3.906 -0.062 -0.085 0.340 -0.005
H -32.219 -8.737 -3.187 -0.299 -0.073 -0.264 0.399
H -29.795 -12.234 -4.597 -0.255 0.453 0.043 0.313
H -30.796 -12.500 -3.125 -0.003 0.415 -0.077 -0.281
H -29.928 -14.590 -3.642 -0.178 -0.280 -0.036 0.439
H -31.602 -14.601 -4.380 0.174 -0.259 0.287 0.300
H -30.167 -14.335 -5.383 -0.045 -0.368 -0.044 0.339
H -33.274 -12.057 -8.707 -0.013 0.073 0.011 0.350
H -31.951 -12.756 -7.806 -0.054 -0.369 0.204 0.323
H -33.841 -13.781 -6.211 -0.122 0.398 0.113 0.228
H -35.050 -13.156 -7.397 0.134 0.273 0.251 0.307
H -33.967 -14.452 -7.776 0.283 0.108 -0.429 0.380
```
Positions in Å, forces in eV/Å.